Entry 1:
ORCA calculation (ωB97M-V/def2-TZVPD) on a molecular structure, C39H28F4N6O6PdTe.

CARTESIAN COORDINATES (ANGSTROEM)
Te (-3.141, -1.327, 1.654)
Pd (0.420, 0.164, 0.416)
F (1.761, -2.191, 2.680)
F (5.430, -4.847, 1.257)
F (1.701, -3.474, 4.956)
F (5.417, -6.096, 3.568)
O (2.178, 1.119, 0.341)
O (-0.879, 5.962, 1.426)
O (-3.173, 0.999, 1.761)
O (-1.427, 0.456, 3.044)
O (-3.632, -0.721, -0.163)
O (2.444, 2.786, -1.173)
N (-0.181, 1.990, 0.923)
N (5.111, -7.448, 6.266)
N (1.412, -1.581, -0.119)
N (1.476, -5.438, 7.181)
N (-1.449, -0.617, 0.217)
N (5.302, -3.085, -1.242)
C (-2.036, -4.125, 1.321)
C (3.514, -4.912, 4.365)
C (-4.344, -3.958, 0.539)
C (-6.060, -0.519, 2.402)
C (4.529, -4.517, 2.165)
C (-7.192, -0.666, 3.201)
C (2.362, -5.497, 6.453)
C (4.494, -3.063, -0.425)
C (-5.630, -3.224, 0.259)
C (0.446, 4.245, 0.565)
C (-1.227, 2.357, 1.663)
C (-3.720, -2.961, 4.272)
C (-2.000, 1.191, 2.244)
C (-2.326, 0.378, -1.872)
C (4.519, -5.159, 3.343)
C (-2.409, -0.347, -0.576)
C (3.477, -2.948, 0.575)
C (0.664, 2.903, 0.409)
C (-7.223, -1.518, 4.294)
C (-3.192, -3.368, 1.082)
C (-3.176, -6.095, 0.482)
C (4.389, -6.638, 5.889)
C (-2.051, -5.478, 1.011)
C (-3.163, -7.561, 0.154)
C (2.581, -3.844, 4.044)
C (-6.078, -2.244, 4.605)
C (-8.452, -1.641, 5.150)
C (-4.306, -5.319, 0.258)
C (-4.919, -2.151, 3.850)
C (-0.680, 4.646, 1.290)
C (2.340, -2.179, 0.181)
C (3.439, -5.632, 5.513)
C (-4.952, -1.294, 2.741)
C (-1.531, 3.689, 1.846)
C (-0.778, -3.570, 1.947)
C (1.885, 2.262, -0.250)
C (2.605, -3.196, 2.873)
C (-6.137, 0.429, 1.239)
C (3.539, -3.521, 1.814)
H (-9.283, -1.072, 4.738)
H (-2.860, -8.151, 1.020)
H (-0.754, -2.484, 2.027)
H (-1.158, -6.068, 1.194)
H (-6.301, -3.278, 1.120)
H (-1.661, 6.145, 1.961)
H (-6.886, 0.081, 0.524)
H (-5.200, 0.555, 0.711)
H (-8.254, -1.271, 6.158)
H (1.121, 4.969, 0.131)
H (-6.079, -2.893, 5.475)
H (-6.139, -3.685, -0.586)
H (-2.449, -7.767, -0.646)
H (-2.960, -0.104, -2.614)
H (-4.143, -7.906, -0.170)
H (-8.077, -0.092, 2.950)
H (-5.483, -2.176, 0.011)
H (0.089, -3.864, 1.352)
H (-2.763, -2.513, 3.982)
H (-8.759, -2.683, 5.242)
H (-5.193, -5.785, -0.158)
H (-2.389, 3.972, 2.443)
H (-3.759, -3.969, 3.853)
H (-6.447, 1.415, 1.586)
H (-1.300, 0.422, -2.225)
H (-0.648, -3.977, 2.954)
H (-2.707, 1.388, -1.709)
H (-3.694, -3.042, 5.357)

Forces on the atoms, in the same order (eV/Å):
Te 0.2 -0.1 0.3
Pd 0.0 -0.2 -0.4
F 0.0 0.1 0.0
F 0.0 0.0 0.0
F 0.0 0.0 0.0
F 0.0 0.0 0.0
O -0.2 -0.2 -0.3
O 0.0 0.0 0.0
O 0.5 0.1 0.2
O 0.0 0.0 -0.1
O -0.1 0.0 -0.6
O 0.2 0.0 0.2
N 0.0 0.0 0.2
N 0.0 0.0 0.0
N -0.1 0.3 0.2
N 0.1 0.0 0.1
N -0.1 0.0 0.4
N -0.1 0.0 0.0
C 0.0 0.0 0.1
C 0.0 0.0 0.0
C -0.1 0.0 0.0
C 0.0 0.0 0.1
C 0.1 0.1 0.0
C 0.0 0.0 0.0
C -0.1 0.1 -0.1
C 0.0 -0.1 -0.1
C 0.0 0.0 0.0
C -0.1 0.0 -0.1
C 0.0 0.0 -0.2
C 0.0 0.0 0.0
C -0.4 0.2 0.2
C -0.1 -0.1 0.0
C 0.0 0.0 0.1
C 0.1 -0.1 -0.1
C 0.0 -0.1 0.0
C 0.0 0.0 0.1
C -0.1 0.0 0.0
C 0.1 -0.1 -0.1
C 0.0 0.0 0.0
C 0.0 0.0 0.0
C 0.0 0.0 0.0
C 0.0 0.0 0.0
C 0.0 0.0 0.0
C 0.1 -0.1 0.1
C 0.0 0.0 0.0
C 0.0 0.0 0.0
C -0.2 0.1 0.0
C 0.0 0.0 0.0
C 0.1 0.0 0.0
C 0.0 -0.1 0.1
C 0.1 0.0 -0.2
C 0.1 -0.1 0.1
C -0.1 0.0 0.0
C -0.2 0.2 0.1
C 0.0 -0.1 0.0
C 0.0 0.1 -0.1
C 0.0 0.0 0.0
H 0.0 0.0 0.0
H 0.0 0.0 0.0
H 0.0 0.0 0.0
H 0.0 0.0 0.0
H 0.0 0.0 0.0
H 0.0 0.0 0.0
H 0.0 0.0 0.0
H -0.1 0.0 0.1
H 0.0 0.0 0.0
H 0.0 0.0 0.0
H 0.0 0.0 0.0
H 0.0 0.0 0.0
H 0.0 0.0 0.0
H 0.0 0.0 0.0
H 0.0 0.0 0.0
H 0.0 0.0 0.0
H 0.0 0.0 0.0
H 0.0 0.0 0.0
H 0.0 0.0 0.0
H 0.0 0.0 0.0
H 0.0 0.0 0.0
H 0.0 0.0 0.0
H 0.0 0.0 0.0
H 0.0 0.0 0.0
H 0.1 0.0 0.0
H 0.0 0.0 0.0
H 0.0 0.0 0.0
H 0.0 0.0 0.0

Properties
Energy above the lowest of the compared OMol25 structures with the same formula, charge and spin   0.0 kJ/mol
Charge   +1
Strongest force on any atom   0.6 eV/Å
2S+1   2
LUMO level (spin up / spin down)   -5.797 / -5.802 eV
HOMO-LUMO gap (spin up / spin down)   5.571 / 5.986 eV
Molar mass   986.701 g/mol

Mulliken atomic charge list, values in e, 8 entries: number 1, Te, carries 0.44; number 2, Pd, carries 0.64; number 3, F, carries -0.16; number 4, F, carries -0.29; number 5, F, carries -0.34; number 6, F, carries -0.28; number 7, O, carries -0.68; number 8, O, carries -0.52

***

Entry 2:
ORCA calculation (ωB97M-V/def2-TZVPD) on a molecular structure, C39H29BrIrN3O8PS2.

CARTESIAN COORDINATES (ANGSTROEM)
Ir (-0.200, -0.434, 0.244)
Br (6.874, -1.680, -1.802)
S (-2.081, -3.286, -0.913)
S (-0.783, 2.296, -0.384)
P (-2.652, 0.129, 0.300)
O (1.699, -1.436, -0.881)
O (-0.672, 1.096, -1.310)
O (0.389, -2.267, 1.586)
O (-0.781, 1.727, 0.993)
O (1.813, 0.982, 0.017)
O (-2.818, -3.482, -2.565)
O (0.197, 3.309, -0.592)
O (-3.447, -3.295, -0.090)
N (5.317, 3.345, -0.606)
N (3.380, 3.404, 0.476)
N (-1.154, -2.267, 0.068)
C (-4.089, 0.934, 4.001)
C (-3.646, -2.300, -2.903)
C (0.056, -5.408, 1.577)
C (5.853, 5.786, -0.278)
C (4.110, -1.504, -1.260)
C (-1.764, -6.064, -0.499)
C (2.970, -0.839, -0.875)
C (-0.226, -6.734, 1.257)
C (3.866, 4.695, 0.531)
C (-1.116, -7.056, 0.236)
C (-3.270, 1.743, -0.294)
C (-4.633, 1.948, -0.418)
C (5.298, -0.786, -1.301)
C (-3.121, -1.285, 2.630)
C (-4.016, -0.300, 4.630)
C (-2.411, 2.802, -0.576)
C (-3.525, -1.409, 3.947)
C (5.390, 6.942, 0.311)
C (-2.843, 4.049, -0.968)
C (3.394, 5.853, 1.154)
C (5.075, 4.638, -0.150)
C (4.177, 1.206, -0.554)
C (-1.473, -4.765, -0.150)
C (5.334, 0.550, -0.989)
C (-0.383, -2.959, 0.936)
C (-5.097, 3.204, -0.807)
C (1.618, -2.702, -1.545)
C (-0.565, -4.414, 0.849)
C (-3.235, -0.049, 1.978)
C (-4.217, 4.243, -1.077)
C (-3.131, -1.110, -2.085)
C (-3.504, -1.024, -0.801)
C (3.015, 0.476, -0.481)
C (-5.092, -2.587, -2.571)
C (4.293, 2.649, -0.231)
C (4.177, 6.971, 1.025)
C (-5.439, -2.533, -1.300)
C (-3.694, 1.068, 2.679)
C (-4.374, -2.155, -0.304)
H (6.786, 5.754, -0.828)
H (-4.334, -0.399, 5.661)
H (2.470, 5.875, 1.720)
H (-5.337, 1.151, -0.202)
H (-3.445, -2.366, 4.449)
H (0.740, -5.146, 2.377)
H (-2.433, -0.409, -2.538)
H (-3.488, -2.139, -3.962)
H (0.567, -2.894, -1.725)
H (-1.308, -8.094, -0.003)
H (2.137, -2.652, -2.499)
H (-3.739, 2.039, 2.202)
H (2.044, -3.493, -0.927)
H (-5.772, -2.868, -3.367)
H (2.493, 3.136, 0.857)
H (-2.132, 4.839, -1.175)
H (-4.785, -1.975, 0.681)
H (6.249, 1.120, -1.052)
H (-2.461, -6.305, -1.293)
H (-4.600, 5.212, -1.375)
H (1.653, 1.900, -0.257)
H (3.858, 7.896, 1.488)
H (5.970, 7.853, 0.230)
H (0.262, -7.528, 1.806)
H (-2.712, -2.144, 2.113)
H (-6.165, 3.369, -0.890)
H (4.105, -2.548, -1.535)
H (-6.434, -2.767, -0.938)
H (-4.447, 1.801, 4.544)

Forces on the atoms, in the same order (eV/Å):
Ir -3.6 -1.0 -1.9
Br 0.0 0.0 0.0
S -0.1 0.6 0.4
S 0.8 0.5 1.2
P 1.2 -0.2 1.1
O 0.5 0.3 0.2
O 0.5 -1.2 0.8
O 0.6 1.5 0.6
O 0.6 0.7 -0.2
O 0.3 0.1 0.2
O -0.4 -0.2 -0.3
O 0.0 0.1 -0.5
O 0.0 -0.1 0.0
N 0.2 0.5 -0.1
N -0.4 -0.1 0.0
N 0.4 -0.2 -0.2
C 0.0 0.0 0.1
C 0.0 0.1 0.2
C 0.1 0.0 0.2
C 0.2 0.2 -0.1
C 0.0 -0.2 -0.1
C -0.2 0.0 0.0
C -0.4 -0.9 -0.2
C 0.0 0.0 0.0
C -0.1 -0.2 0.2
C 0.0 0.0 0.0
C 0.0 0.0 0.0
C -0.1 0.0 0.0
C 0.1 -0.1 0.0
C 0.0 0.1 0.0
C 0.0 0.0 0.0
C -0.3 -0.1 -0.2
C 0.0 0.0 0.0
C 0.1 0.1 0.0
C 0.0 0.0 0.0
C -0.2 -0.4 0.0
C 0.3 -0.2 -0.2
C 0.4 0.5 0.2
C 0.3 0.2 -0.5
C 0.1 0.2 0.1
C -0.5 -0.7 -0.6
C 0.0 0.0 0.0
C 0.0 0.1 0.1
C 0.0 0.0 0.1
C -0.1 -0.1 0.2
C -0.1 0.0 0.0
C -0.1 -0.1 -0.1
C 0.0 -0.1 -0.3
C -0.8 0.5 0.4
C 0.2 -0.1 -0.2
C -0.3 -0.3 0.1
C 0.2 0.2 0.0
C 0.0 0.0 0.2
C 0.0 -0.1 0.0
C -0.1 0.2 -0.1
H 0.0 0.0 0.1
H 0.0 0.0 -0.1
H 0.0 0.0 -0.1
H 0.0 0.1 0.0
H 0.0 0.0 0.0
H 0.0 -0.1 -0.1
H 0.0 -0.1 0.0
H 0.1 0.0 -0.1
H -0.1 0.0 -0.1
H 0.0 0.0 0.0
H 0.0 0.0 -0.1
H 0.0 0.0 0.0
H 0.0 0.0 0.0
H 0.1 0.0 0.1
H 0.1 -0.1 0.2
H 0.0 -0.1 0.0
H 0.0 0.0 0.2
H 0.0 0.0 0.0
H 0.1 0.0 0.1
H 0.0 -0.1 0.0
H 0.2 0.0 -0.3
H 0.0 0.0 0.0
H 0.0 -0.1 0.0
H 0.0 0.0 0.0
H -0.1 0.0 0.0
H 0.0 0.0 0.0
H 0.0 0.0 0.0
H 0.1 0.0 0.0
H 0.0 -0.1 0.0

Properties
Energy above the lowest of the compared OMol25 structures with the same formula, charge and spin   267.2 kJ/mol
Charge   +2
Strongest force on any atom   4.2 eV/Å
2S+1   2
LUMO level (spin up / spin down)   -7.102 / -7.895 eV
HOMO-LUMO gap (spin up / spin down)   4.668 / 3.875 eV
Molar mass   1034.903 g/mol

Mulliken atomic charge list, values in e, 8 entries: number 1, Ir, carries 1.49; number 2, Br, carries -0.17; number 3, S, carries 0.69; number 4, S, carries 1.32; number 5, P, carries 1.36; number 6, O, carries -0.31; number 7, O, carries -0.64; number 8, O, carries -0.72

***

Entry 3:
ORCA calculation (ωB97M-V/def2-TZVPD) on a molecular structure, C39H29BrN9OTi.

CARTESIAN COORDINATES (ANGSTROEM)
Br (-6.019, 2.877, 3.950)
Ti (-0.382, -0.310, 0.073)
O (-2.224, 0.199, 0.151)
N (1.690, 0.515, -0.280)
N (-0.608, -0.666, -2.008)
N (-0.154, 1.431, 1.399)
N (-0.171, -1.049, 2.279)
N (-0.456, 1.746, -1.413)
N (1.116, -2.293, 0.259)
N (-0.171, 4.004, -1.908)
N (-1.574, -2.338, -0.119)
N (-0.228, 0.165, -3.090)
C (-4.418, 0.561, 0.913)
C (-3.049, 0.788, 1.014)
C (-2.540, -3.738, -1.816)
C (2.022, -4.593, 3.019)
C (4.325, 1.384, -0.279)
C (0.438, 4.816, -4.114)
C (-1.157, 1.982, 2.134)
C (-0.187, 1.401, -2.712)
C (0.768, 3.201, -5.878)
C (1.229, -2.865, 1.495)
C (0.140, 3.764, -3.245)
C (-0.433, 2.993, -1.069)
C (-3.118, -4.542, -0.841)
C (1.583, 2.709, 2.626)
C (-2.924, -4.212, 0.486)
C (0.751, 4.525, -5.422)
C (0.644, -2.792, 3.831)
C (1.946, -4.055, 1.711)
C (2.525, 0.165, -1.240)
C (-2.144, -3.105, 0.801)
C (3.860, 0.580, -1.285)
C (2.543, -4.678, 0.590)
C (0.148, 2.445, -3.682)
C (2.930, 3.103, 2.693)
C (3.456, 1.818, 0.741)
C (-1.789, -2.648, -1.409)
C (2.387, -4.126, -0.644)
C (2.119, 1.368, 0.692)
C (-2.541, 1.664, 2.004)
C (1.134, 1.847, 1.621)
C (3.861, 2.692, 1.782)
C (-3.464, 2.278, 2.876)
C (1.387, -3.974, 4.055)
C (0.561, -2.248, 2.583)
C (1.652, -2.924, -0.755)
C (0.467, 2.172, -5.018)
C (-5.309, 1.177, 1.781)
C (-1.233, -1.713, -2.400)
C (-4.814, 2.033, 2.760)
H (4.890, 3.021, 1.832)
H (-6.372, 1.001, 1.698)
H (-2.678, -3.941, -2.869)
H (-0.643, 3.244, -0.035)
H (1.508, -2.486, -1.735)
H (-0.195, 4.947, -1.553)
H (-3.362, -4.793, 1.285)
H (2.121, -0.452, -2.030)
H (0.902, 3.084, 3.375)
H (0.466, 1.144, -5.352)
H (-4.774, -0.099, 0.133)
H (5.355, 1.718, -0.270)
H (-1.978, -2.838, 1.835)
H (0.984, 5.331, -6.105)
H (-3.715, -5.399, -1.120)
H (2.584, -5.504, 3.179)
H (3.229, 3.765, 3.497)
H (0.421, 5.838, -3.758)
H (1.015, 2.993, -6.910)
H (-3.103, 2.954, 3.641)
H (2.803, -4.575, -1.534)
H (4.492, 0.262, -2.102)
H (0.135, -2.310, 4.658)
H (-1.121, -1.093, 2.643)
H (1.443, -4.381, 5.055)
H (-0.906, 2.737, 2.868)
H (-1.421, -1.872, -3.458)
H (0.251, -0.234, 2.712)
H (3.100, -5.597, 0.728)

Forces on the atoms, in the same order (eV/Å):
Br -0.1 0.0 0.1
Ti 0.2 1.1 1.0
O -0.4 -0.1 0.2
N 0.1 -0.1 0.1
N 0.0 -0.5 -1.4
N 0.0 0.1 0.0
N -0.3 -0.2 -0.1
N 0.0 0.0 0.2
N -0.2 0.0 -0.1
N 0.0 -0.1 0.0
N 0.0 -0.1 -0.2
N -0.2 -0.3 0.7
C -0.1 0.1 0.2
C 0.4 -0.2 -0.2
C -0.1 -0.1 0.2
C 0.0 0.0 -0.1
C 0.1 0.0 0.0
C 0.0 -0.1 0.1
C 0.1 -0.2 -0.1
C 0.1 0.1 -0.3
C 0.0 0.1 0.0
C -0.1 0.2 0.0
C 0.0 0.2 0.0
C -0.1 0.0 0.0
C 0.0 0.1 -0.2
C 0.0 0.0 0.0
C 0.1 0.1 0.2
C 0.0 -0.1 -0.1
C 0.0 -0.1 0.0
C 0.1 -0.1 0.1
C 0.1 0.0 0.0
C 0.0 -0.1 -0.1
C -0.1 0.0 0.0
C 0.0 -0.1 0.0
C 0.0 -0.2 0.0
C -0.1 0.1 0.1
C 0.1 0.0 0.1
C 0.2 0.3 -0.3
C -0.1 0.2 0.0
C -0.1 0.0 -0.1
C 0.0 0.1 0.1
C 0.1 0.0 0.0
C 0.0 -0.1 -0.1
C -0.1 0.0 0.0
C -0.1 0.1 0.0
C 0.2 -0.1 -0.1
C 0.1 -0.1 0.0
C 0.0 0.0 0.1
C 0.0 -0.1 -0.1
C -0.1 -0.1 0.3
C 0.1 0.0 0.0
H 0.0 0.0 0.0
H 0.0 0.0 0.0
H 0.0 0.0 0.0
H 0.0 0.0 0.0
H 0.0 0.0 0.0
H 0.0 0.0 0.0
H 0.0 0.0 0.0
H 0.0 -0.1 0.0
H 0.0 0.0 0.0
H 0.0 0.0 0.0
H 0.0 0.0 0.0
H 0.0 0.0 0.0
H 0.0 0.0 0.0
H 0.0 0.0 0.0
H 0.0 0.0 0.0
H 0.0 0.0 0.0
H 0.0 0.0 0.0
H 0.0 0.0 0.0
H 0.0 0.0 0.0
H 0.0 0.0 0.0
H 0.0 0.0 0.0
H 0.0 0.0 0.0
H 0.0 0.0 0.0
H 0.0 0.1 0.1
H 0.0 0.0 0.0
H 0.0 0.0 0.0
H 0.0 0.0 0.0
H 0.1 0.0 0.0
H 0.0 0.0 0.0

Properties
Energy above the lowest of the compared OMol25 structures with the same formula, charge and spin   30.4 kJ/mol
Charge   +1
Strongest force on any atom   1.5 eV/Å
2S+1   3
LUMO level (spin up / spin down)   -3.218 / -3.321 eV
HOMO-LUMO gap (spin up / spin down)   4.121 / 6.090 eV
Molar mass   767.494 g/mol

Mulliken atomic charge list, values in e, 8 entries: number 1, Br, carries -0.20; number 2, Ti, carries -0.23; number 3, O, carries 0.03; number 4, N, carries 1.15; number 5, N, carries 2.06; number 6, N, carries 1.79; number 7, N, carries -0.38; number 8, N, carries 0.37

***

Q: What is the formula in the third record?
A: C39H29BrN9OTi